Formula: C28H84O14
Source: OMol25
Level of theory: ωB97M-V/def2-TZVPD

Computed properties:
Energy relative to the best compared isomer or geometry (same formula, charge and spin) = 2.645 eV
HOMO = -9.443 eV
Net charge = 0
HOMO-LUMO gap = 9.61 eV

XYZ file:
```
126
Properties=species:S:1:pos:R:3:forces:R:3:mulliken_charge:R:1
O 26.5025 -17.4486 20.8611 0.12 -0.21 0.14 -0.69
O 22.6990 -24.7975 25.0225 -1.26 -0.15 0.41 -0.47
O 24.9638 -14.9577 21.1646 0.38 0.18 0.30 -0.50
O 22.3477 -24.3563 17.9047 -0.15 0.66 -0.02 -0.62
O 18.3518 -25.5618 23.0960 -0.32 -0.07 0.23 -0.52
O 26.0252 -22.3293 21.9219 0.32 0.69 -0.19 0.09
O 20.4376 -18.5343 16.0344 0.05 0.01 0.09 -0.59
O 25.7147 -19.2978 22.7911 0.73 0.33 0.31 -0.17
O 25.0113 -24.6366 23.3233 0.13 -0.02 0.31 -0.21
O 20.4878 -17.1625 18.3227 -0.11 0.04 0.06 -0.58
O 22.3636 -19.8268 22.0287 -0.78 -0.42 0.56 0.53
O 19.8688 -21.2060 23.1575 0.25 -0.41 0.32 -0.53
O 24.4527 -22.3990 17.9353 0.32 -0.05 -0.38 -0.31
O 20.7486 -15.3641 24.6877 0.16 0.41 -0.39 -0.49
C 23.1230 -20.7970 21.2849 0.66 1.30 0.26 0.61
C 20.1041 -15.8752 20.3698 0.05 -0.39 0.32 -1.27
C 27.7423 -22.1738 23.6097 1.78 -0.59 -0.39 -1.07
C 23.5396 -15.7749 22.8628 -1.18 -0.41 0.13 0.16
C 20.4343 -24.8617 22.2087 0.67 0.25 0.86 0.12
C 24.5074 -14.6855 22.5200 0.36 -0.29 -0.89 -0.65
C 27.4552 -22.2423 22.1115 -0.91 -0.83 0.38 -0.37
C 25.2627 -19.6160 25.1597 0.59 -0.02 0.28 -1.28
C 25.8379 -17.8356 19.6538 -0.35 -0.09 0.35 -0.05
C 17.7822 -21.2909 21.9157 1.15 -0.38 -0.89 -1.46
C 19.7269 -25.8958 23.1013 0.85 0.25 -1.35 -0.55
C 25.4269 -25.8357 22.6648 -0.77 0.43 1.28 -0.36
C 22.3814 -25.2086 19.0527 -0.94 0.56 -1.25 1.33
C 19.8592 -16.3303 24.1571 -0.52 -0.98 1.51 -0.59
C 22.1119 -22.5167 25.8973 -0.17 0.05 0.77 -0.64
C 25.9735 -23.9337 19.0157 -0.41 -0.98 0.39 -0.56
C 21.9269 -20.2321 16.9730 0.18 0.13 -0.54 -0.15
C 22.9948 -23.7504 25.9547 1.58 -0.11 -1.65 -0.12
C 22.8522 -22.2020 21.7156 -0.59 -0.27 -0.56 0.79
C 25.8295 -22.7823 18.0329 0.56 -0.10 1.14 -0.16
C 19.3113 -21.1830 21.8689 -0.75 1.31 -0.31 0.81
C 25.4815 -18.6222 24.0386 -1.78 -0.32 -0.46 0.38
C 21.0195 -16.8208 19.5898 -0.11 0.97 0.53 0.49
C 20.6123 -17.5974 23.8858 1.64 -0.79 -1.51 -0.14
C 22.4447 -26.6173 18.4490 1.03 -0.01 1.91 -1.41
C 24.2269 -26.6265 22.1961 1.08 -0.50 -1.90 -1.02
C 20.5668 -19.9098 16.3650 -0.06 0.34 0.40 -0.59
C 25.9855 -19.3267 19.4024 1.36 -0.01 -0.10 -0.51
H 24.8065 -14.1894 20.6109 0.11 0.03 0.06 0.25
H 23.0835 -22.4280 22.7564 0.13 0.19 0.00 -0.03
H 23.4241 -26.6832 17.9748 -0.05 -0.35 -0.12 0.34
H 20.5030 -18.0288 16.8716 0.25 -0.41 -0.64 0.52
H 21.2594 -17.9720 24.6818 -0.75 0.16 0.68 0.42
H 25.3246 -14.6897 23.2448 0.35 0.00 -0.40 0.22
H 19.1719 -16.6271 24.9625 -0.29 0.28 -0.13 0.41
H 24.3374 -22.0580 17.0414 -0.25 0.12 0.12 0.15
H 23.1126 -24.1543 26.9613 -0.30 -0.01 0.05 0.38
H 22.3931 -27.3175 19.2944 0.17 -0.24 -0.29 0.33
H 24.7785 -17.5818 19.7667 0.02 0.20 -0.32 -0.09
H 22.4249 -21.7479 25.1905 -0.04 -0.38 -0.43 -0.18
H 21.6788 -26.9111 17.7390 -0.26 0.63 -0.01 0.37
H 24.1673 -20.5611 21.4899 0.05 -0.04 -0.27 -0.42
H 22.7068 -19.9021 16.2806 -0.01 -0.06 -0.11 0.32
H 21.4242 -25.1352 21.8325 -0.14 -0.66 0.24 -0.34
H 22.9343 -20.6082 20.2243 -0.01 -0.46 -0.09 -0.15
H 23.5038 -25.0281 24.5445 0.06 0.37 -0.11 0.23
H 26.9742 -19.4628 18.9517 -0.09 -0.18 -0.20 0.46
H 27.8702 -23.1459 21.6579 -0.03 -0.05 0.17 0.40
H 23.4654 -22.8156 21.0509 0.02 -0.22 0.19 -0.52
H 24.0921 -13.6782 22.5181 -0.29 -0.11 0.28 0.47
H 22.2335 -22.0273 26.8690 -0.21 0.01 0.07 0.45
H 26.0538 -19.9361 20.3043 -0.49 0.21 0.16 -0.05
H 23.9822 -23.4507 25.5800 0.23 0.42 0.85 0.06
H 20.6901 -24.0316 22.8715 -0.48 0.47 -0.40 -0.04
H 19.8686 -24.5678 21.3262 -0.37 0.08 0.25 0.46
H 21.9963 -16.3592 19.4380 0.04 -0.11 -0.21 0.11
H 28.7776 -22.5166 23.7573 0.22 0.63 -0.11 0.46
H 22.5205 -15.5035 22.5807 -0.05 0.23 0.50 -0.14
H 25.9447 -18.5994 22.1393 0.10 -0.29 0.11 0.20
H 23.1989 -24.8406 19.6827 0.34 -0.93 -0.01 -0.56
H 26.1768 -20.1536 25.4113 0.04 -0.09 -0.07 0.31
H 20.0151 -18.4176 23.4851 -0.42 0.10 0.42 0.27
H 20.6273 -15.4305 21.2186 0.07 -0.26 0.09 0.20
H 19.5397 -16.9945 18.2839 0.03 0.06 0.28 0.29
H 19.6612 -21.9350 21.1507 0.34 -0.32 0.48 0.06
H 20.1738 -25.8401 24.0959 -0.09 -0.18 0.04 0.28
H 20.4075 -20.4844 15.4533 0.04 0.04 -0.05 0.36
H 26.1714 -25.6105 21.8995 -0.12 -0.14 -0.12 0.44
H 25.2438 -19.7488 18.7280 -0.15 0.15 0.06 0.20
H 23.6012 -16.0669 23.9101 -0.37 0.26 0.07 0.44
H 25.8640 -26.4427 23.4643 0.52 0.10 -0.28 0.29
H 23.7543 -27.2016 22.9854 -0.28 0.24 -0.01 0.45
H 24.6759 -27.3116 21.4597 -0.28 -0.54 0.33 0.44
H 21.1450 -17.6963 20.2333 0.12 -0.25 -0.28 -0.20
H 22.6615 -18.9331 21.8472 0.27 -0.09 -0.15 -0.47
H 21.0518 -22.7346 25.7684 0.03 -0.06 -0.10 0.25
H 27.8290 -21.4100 21.5097 0.17 0.18 0.41 0.41
H 24.4903 -20.3486 24.9267 -0.01 0.07 -0.22 0.12
H 26.1853 -17.8229 24.2783 0.49 -0.33 -0.12 0.43
H 17.5440 -22.2833 22.2963 -0.36 0.18 0.27 0.31
H 17.2901 -20.4689 22.4272 0.02 -0.13 0.23 0.34
H 19.6815 -15.0236 19.8362 0.06 -0.24 -0.44 0.43
H 24.9584 -19.0987 26.0716 -0.06 0.11 -0.07 0.46
H 20.6396 -20.6269 23.1273 0.22 -0.20 0.04 0.08
H 19.8893 -26.8835 22.6548 -0.14 -0.18 0.29 0.32
H 21.8107 -22.4749 21.5406 0.01 -0.02 0.05 -0.28
H 26.4013 -21.9394 18.4315 0.02 0.14 -0.18 0.00
H 21.4926 -25.0466 19.6793 -0.06 -0.17 -0.39 -0.10
H 27.6474 -21.1673 23.9996 -0.22 -0.01 0.17 0.10
H 17.5210 -21.2750 20.8529 -0.49 0.02 0.10 0.39
H 26.3302 -16.5014 20.9706 -0.11 -0.03 0.10 0.30
H 19.7670 -20.1771 17.0643 0.02 -0.22 0.03 0.26
H 26.3212 -17.2712 18.8536 -0.48 -0.02 -0.27 0.50
H 19.6097 -20.2173 21.4377 -0.24 -0.04 -0.32 -0.08
H 25.7376 -21.4273 22.1411 -0.37 -0.19 0.10 -0.46
H 23.5533 -26.0740 21.5398 -0.28 0.30 0.62 -0.10
H 22.1163 -19.6812 17.8956 -0.23 -0.18 0.17 -0.03
H 19.2330 -15.9833 23.3313 0.38 0.12 -0.23 0.26
H 27.2652 -22.9398 24.2212 -0.92 0.28 -0.35 0.19
H 26.9480 -24.4269 19.0379 0.18 0.30 -0.50 0.50
H 24.5160 -18.1304 23.8873 -0.01 0.29 0.29 -0.29
H 25.7935 -23.7117 20.0705 -0.18 0.69 -0.24 -0.21
H 17.8869 -26.2073 23.6369 -0.04 0.08 0.00 0.29
H 22.9862 -23.6337 18.0119 -0.09 -0.17 0.07 0.36
H 26.2611 -23.0489 17.0677 -0.24 -0.07 -0.12 0.47
H 22.0369 -21.3080 17.1196 -0.05 0.03 0.25 0.04
H 25.1072 -23.8601 22.7562 0.17 0.09 -0.14 0.01
H 25.2537 -24.7236 18.7866 0.02 -0.02 -0.29 0.14
H 21.4032 -17.5262 23.1246 -0.33 0.67 -0.34 -0.38
H 20.2297 -14.6520 25.0727 0.03 0.00 -0.01 0.28
H 23.6593 -16.7018 22.2956 0.81 0.15 -0.15 -0.25
H 19.3149 -16.5215 20.7608 -0.32 0.43 0.11 0.39
```
Positions in Å, forces in eV/Å.